#1
C2H8N2 | ωB97M-V with the def2-TZVPD basis set

Structure (XYZ):
```
12
Properties=species:S:1:pos:R:3:lowdin_charge:R:1
N 0.894 1.295 -2.095 -0.048
H 1.393 1.116 -1.096 0.057
H 0.942 2.353 -2.186 0.021
H -0.101 1.150 -1.966 -0.029
C -0.922 -1.189 0.249 -0.178
C 0.249 -0.298 1.948 -0.096
N -0.759 -1.024 1.706 -0.092
H -1.625 -0.430 -0.129 0.062
H -1.378 -2.250 0.062 0.104
H -0.032 -1.008 -0.418 0.061
H 0.339 0.602 1.219 0.082
H 1.000 -0.316 2.707 0.056
```

Calculated values
2S+1 = 1
Structure (SMILES) = C=NC.N
Gap between HOMO and LUMO = 10.021 eV
E_HOMO = -9.267 eV


#2
C2H8N2 | ωB97M-V with the def2-TZVPD basis set

Structure (XYZ):
```
12
Properties=species:S:1:pos:R:3:lowdin_charge:R:1
C -0.365 0.828 -4.500 -0.051
H 0.665 1.025 -4.779 0.014
H -0.682 -0.125 -4.936 0.014
H -0.974 1.585 -4.989 0.015
H -0.560 0.678 -3.443 0.008
N 0.162 -0.779 0.829 0.034
C -0.224 -0.100 2.012 -0.370
N 0.450 -0.071 3.080 0.083
H -0.430 -1.355 0.317 0.040
H 0.660 -0.111 0.261 0.074
H -1.036 0.610 1.970 0.090
H 1.127 -0.839 3.052 0.048
```

Calculated values
2S+1 = 1
Structure (SMILES) = [H]/N=C\N.C
Gap between HOMO and LUMO = 10.783 eV
E_HOMO = -10.067 eV


#3
C2H8N2 | ωB97M-V with the def2-TZVPD basis set

Structure (XYZ):
```
12
Properties=species:S:1:pos:R:3:lowdin_charge:R:1
C 0.880 1.299 0.434 -0.147
N -0.186 0.297 0.649 -0.120
C -0.029 -0.838 -0.289 -0.328
N -1.288 -1.137 -1.000 -0.018
H 1.883 0.965 0.744 0.071
H 0.924 1.563 -0.616 0.070
H 0.608 2.133 1.091 0.072
H -0.168 0.005 1.614 0.087
H 0.116 -1.818 0.190 0.104
H 0.808 -0.757 -0.983 0.104
H -1.937 -1.330 -0.248 0.054
H -1.610 -0.382 -1.587 0.052
```

Calculated values
2S+1 = 1
Structure (SMILES) = CNCN
Gap between HOMO and LUMO = 10.103 eV
E_HOMO = -8.926 eV


Quick look at relative energies in eV: #1 1.739; #2 0.292; #3 0.000.


#1
C2H8N2 | ωB97M-V with the def2-TZVPD basis set

Structure (XYZ):
```
12
Properties=species:S:1:pos:R:3:lowdin_charge:R:1
C -1.777 0.140 -0.168 -0.121
C 1.721 -0.157 -0.191 -0.153
N -0.444 -0.544 0.019 -0.202
N 0.443 0.493 0.012 -0.191
H -1.538 0.764 -1.081 0.090
H -2.510 -0.617 -0.346 0.055
H -2.055 0.803 0.645 0.058
H 1.984 -0.832 -1.124 0.122
H 2.429 0.688 -0.161 0.070
H 2.053 -0.713 0.624 0.030
H -0.674 -1.078 0.889 0.115
H 0.368 1.054 0.880 0.127
```

Calculated values
2S+1 = 1
Structure (SMILES) = CNNC
Gap between HOMO and LUMO = 9.953 eV
E_HOMO = -8.792 eV


#2
C2H8N2 | ωB97M-V with the def2-TZVPD basis set

Structure (XYZ):
```
12
Properties=species:S:1:pos:R:3:lowdin_charge:R:1
N -0.182 2.525 -0.284 0.012
H -0.032 2.791 0.679 0.018
H -1.175 2.399 -0.427 0.021
H 0.104 3.328 -0.853 0.028
C 0.310 -2.371 0.754 -0.052
C -0.134 -1.178 0.371 -0.332
N 0.042 -0.565 -0.842 0.034
H 0.909 -2.982 0.088 0.036
H 0.113 -2.864 1.689 0.029
H -0.723 -0.636 1.112 0.099
H 0.801 -0.892 -1.416 0.084
H -0.033 0.444 -0.871 0.022
```

Calculated values
2S+1 = 1
Structure (SMILES) = C=CN.N
Gap between HOMO and LUMO = 8.695 eV
E_HOMO = -7.813 eV


#3
C2H8N2 | ωB97M-V with the def2-TZVPD basis set

Structure (XYZ):
```
12
Properties=species:S:1:pos:R:3:lowdin_charge:R:1
N 2.944 -0.529 3.244 -0.009
H 1.954 -0.495 3.561 0.020
H 3.424 -0.025 4.010 0.013
H 3.095 0.062 2.464 -0.025
C -0.438 -0.025 -1.136 -0.042
C -1.298 0.668 -1.909 -0.275
N -2.624 0.140 -2.322 -0.055
H -0.425 -1.145 -1.173 0.056
H 0.415 0.322 -0.520 0.047
H -1.100 1.651 -2.327 0.083
H -2.451 -0.964 -2.114 0.115
H -3.496 0.338 -1.779 0.072
```

Calculated values
2S+1 = 1
Structure (SMILES) = C=CN.N
Gap between HOMO and LUMO = 9.604 eV
E_HOMO = -8.739 eV


Quick look at relative energies in eV: #1 1.908; #2 0.000; #3 1.447.


#1
C2H8N2 | ωB97M-V with the def2-TZVPD basis set

Structure (XYZ):
```
12
Properties=species:S:1:pos:R:3:lowdin_charge:R:1
C 2.996 -1.068 0.140 -0.055
H 2.249 -1.374 0.855 0.012
H 4.011 -1.352 0.425 0.013
H 2.901 -1.605 -0.813 0.016
H 3.028 -0.040 -0.222 0.011
N -0.909 0.960 -1.019 0.070
C -0.962 0.461 0.231 -0.418
N -1.976 -0.178 0.709 0.029
H -0.046 1.360 -1.331 0.081
H -1.695 0.784 -1.641 0.105
H -0.486 1.015 1.056 0.118
H -1.769 -0.442 1.668 0.018
```

Calculated values
2S+1 = 1
Structure (SMILES) = [H]/N=C/N.C
Gap between HOMO and LUMO = 10.057 eV
E_HOMO = -9.170 eV


#2
C2H8N2 | ωB97M-V with the def2-TZVPD basis set

Structure (XYZ):
```
12
Properties=species:S:1:pos:R:3:lowdin_charge:R:1
C -0.636 -0.208 0.525 -0.289
C 0.429 0.152 -0.638 -0.255
N 0.778 1.646 -0.836 -0.046
N -0.604 -1.617 1.004 -0.064
H -1.698 0.003 0.180 0.100
H -0.463 0.599 1.336 0.116
H 0.128 -0.197 -1.651 0.094
H 1.297 -0.441 -0.527 0.065
H 0.852 1.661 -1.871 0.053
H -0.016 2.299 -0.633 0.064
H -0.193 -1.546 2.042 0.112
H 0.117 -2.246 0.625 0.050
```

Calculated values
2S+1 = 1
Structure (SMILES) = NCCN
Gap between HOMO and LUMO = 10.532 eV
E_HOMO = -9.399 eV


Quick look at relative energies in eV: #1 0.000; #2 0.434.


#1
C2H4OS2 | ωB97M-V with the def2-TZVPD basis set

Structure (XYZ):
```
9
Properties=species:S:1:pos:R:3:lowdin_charge:R:1
C -1.057 -0.053 -0.095 -0.872
C 1.652 0.405 0.336 -0.323
O -3.336 -1.157 -0.448 -0.607
S -2.614 -0.274 0.468 0.773
S -0.076 1.139 0.608 0.720
H -0.367 -1.058 -1.695 0.236
H 2.334 0.958 0.949 0.020
H 1.850 0.700 -0.670 0.015
H 1.615 -0.659 0.548 0.038
```

Calculated values
2S+1 = 1
Gap between HOMO and LUMO (alpha / beta) = 6.946 / 7.342 eV
E_HOMO (alpha / beta) = -8.463 / -8.444 eV


#2
C2H4OS2 | ωB97M-V with the def2-TZVPD basis set

Structure (XYZ):
```
9
Properties=species:S:1:pos:R:3:lowdin_charge:R:1
C 0.516 -0.366 0.724 -0.649
C -0.869 0.246 0.129 -0.876
H 1.611 -0.778 -1.921 0.039
H 0.085 -1.428 1.049 0.086
H 1.070 0.088 1.500 0.010
H -1.465 1.783 -0.824 0.091
O -0.875 1.578 -0.111 -0.004
S 1.960 -0.284 -0.300 0.600
S -2.034 -0.839 -0.246 0.704
```

Calculated values
2S+1 = 1
Gap between HOMO and LUMO = 9.140 eV
E_HOMO = -9.244 eV


#3
C2H4OS2 | ωB97M-V with the def2-TZVPD basis set

Structure (XYZ):
```
9
Properties=species:S:1:pos:R:3:lowdin_charge:R:1
C -0.357 -0.402 -1.251 -0.111
C -1.168 -1.188 -0.579 -0.119
O 2.305 0.843 2.758 -0.625
S 1.485 2.622 0.698 0.216
S 1.001 1.478 2.122 0.406
H 0.739 -0.041 -1.155 0.074
H -0.924 -0.053 -2.130 0.048
H -2.203 -1.396 -0.783 0.036
H -0.878 -1.863 0.320 0.075
```

Calculated values
2S+1 = 1
Gap between HOMO and LUMO = 8.022 eV
E_HOMO = -10.360 eV


#4
C2H4OS2 | ωB97M-V with the def2-TZVPD basis set

Structure (XYZ):
```
9
Properties=species:S:1:pos:R:3:lowdin_charge:R:1
C -0.332 0.499 -0.523 -0.444
C -0.085 0.378 0.996 -1.017
H 1.538 -0.764 -1.205 -0.037
H 0.166 1.359 -1.131 0.116
H -1.387 0.361 -0.904 0.077
H 0.319 -1.336 0.528 -0.049
O -0.102 -0.901 1.429 -0.137
S 0.180 -1.216 -1.176 0.762
S -0.296 1.620 1.985 0.729
```

Calculated values
2S+1 = 1
Gap between HOMO and LUMO = 8.676 eV
E_HOMO = -8.695 eV


Quick look at relative energies in eV: #1 3.692; #2 0.686; #3 0.994; #4 0.000.


#1
H14O7 | ωB97M-V with the def2-TZVPD basis set

Structure (XYZ):
```
21
Properties=species:S:1:pos:R:3:lowdin_charge:R:1
H 0.407 -0.224 -0.705 0.045
H -0.207 -0.772 0.581 -0.007
H 4.415 -1.423 0.923 0.002
H 2.963 -0.817 0.434 0.034
H 1.562 0.777 1.859 0.059
H 2.028 1.787 0.844 0.031
H -3.303 2.105 1.879 0.052
H -4.590 1.302 1.863 0.021
H 3.335 -0.292 -2.786 0.003
H 4.567 0.034 -1.964 0.078
H -3.625 2.925 -3.207 0.044
H -2.820 2.973 -2.043 -0.007
H -3.077 -3.157 1.143 0.029
H -1.742 -3.581 1.612 0.083
O -0.239 -0.062 -0.004 -0.031
O 3.482 -1.515 0.963 -0.098
O 2.152 0.893 1.103 -0.050
O -3.767 1.388 1.380 -0.072
O 3.994 -0.734 -2.283 -0.067
O -2.962 2.387 -2.744 -0.038
O -2.574 -3.995 1.152 -0.113
```

Calculated values
2S+1 = 1
Structure (SMILES) = O.O.O.O.O.O.O
Gap between HOMO and LUMO = 10.770 eV
E_HOMO = -10.561 eV


#2
H14O7 | ωB97M-V with the def2-TZVPD basis set

Structure (XYZ):
```
21
Properties=species:S:1:pos:R:3:lowdin_charge:R:1
H 0.728 -0.434 -1.129 0.070
H 1.313 -0.331 -2.581 0.007
H -3.173 -2.216 -1.014 0.096
H -4.612 -2.128 -0.559 0.041
H -3.185 2.597 0.131 0.022
H -2.258 1.529 -0.350 0.054
H 2.739 -0.041 3.663 0.058
H 1.281 -0.013 3.085 0.026
H 0.785 2.952 -0.229 0.049
H 1.795 4.036 -0.904 0.020
H 3.982 -2.416 -0.396 0.052
H 3.868 -1.528 -1.647 0.024
H -1.574 -1.501 1.800 0.018
H -2.272 -0.873 0.705 0.049
O 1.004 0.204 -1.867 -0.079
O -3.794 -2.577 -0.262 -0.111
O -2.526 2.484 -0.556 -0.076
O 2.212 -0.042 2.821 -0.085
O 1.079 3.898 -0.288 -0.079
O 3.939 -2.451 -1.379 -0.077
O -1.331 -1.149 0.956 -0.078
```

Calculated values
2S+1 = 1
Structure (SMILES) = O.O.O.O.O.O.O
Gap between HOMO and LUMO = 10.781 eV
E_HOMO = -10.852 eV


Quick look at relative energies in eV: #1 0.275; #2 0.000.